Entry 1:
A molecular structure, C20H20F10N3PtSeSi. Source: the Open Molecules 2025 dataset; level of theory: ωB97M-V/def2-TZVPD.

Computed properties:
* highest occupied orbital energy: -3.9390 eV
* frontier orbital gap: 6.1 eV
* 2S+1: 1
* electronic energy: -129182.4760 eV
* relative energy (zero: lowest compared OMol25 entry of this formula, charge and spin): 0.0 kJ/mol
* net charge: -1

Structure (XYZ):
```
56
Properties=species:S:1:pos:R:3:nbo_charge:R:1
Pt -0.216 -0.338 0.277 0.673
C -0.122 -2.619 2.270 -0.420
N -0.342 -1.167 2.206 -0.430
C 0.678 -0.415 2.974 -0.219
C 1.996 -0.272 2.208 -0.229
N 1.755 -0.114 0.773 -0.682
C 2.830 -0.366 -0.037 0.076
C 2.770 -1.195 -1.179 0.349
F 1.668 -1.902 -1.453 -0.305
C 3.848 -1.401 -2.016 0.261
F 3.722 -2.217 -3.070 -0.302
C 5.081 -0.834 -1.749 0.227
F 6.131 -1.054 -2.557 -0.305
C 5.206 -0.058 -0.618 0.264
F 6.381 0.523 -0.333 -0.305
C 4.114 0.163 0.200 0.270
F 4.306 1.026 1.222 -0.323
C -1.722 -0.804 2.595 -0.219
C -2.727 -1.222 1.533 -0.231
N -2.230 -0.856 0.206 -0.688
C -2.961 -1.310 -0.850 0.084
C -2.377 -1.915 -1.992 0.340
F -1.068 -2.194 -2.009 -0.307
C -3.100 -2.344 -3.083 0.262
F -2.469 -2.938 -4.105 -0.302
C -4.481 -2.247 -3.110 0.223
F -5.188 -2.679 -4.168 -0.305
C -5.102 -1.702 -2.010 0.265
F -6.438 -1.559 -2.002 -0.307
C -4.367 -1.247 -0.930 0.266
F -5.080 -0.626 0.038 -0.324
H -0.625 -3.043 3.146 0.177
H 0.947 -2.813 2.342 0.212
H -0.499 -3.091 1.366 0.231
H 0.849 -0.899 3.944 0.183
H 0.266 0.575 3.159 0.210
H 2.648 -1.138 2.395 0.164
H 2.509 0.589 2.650 0.194
H -1.745 0.281 2.684 0.216
H -1.974 -1.248 3.569 0.179
H -3.668 -0.732 1.795 0.199
H -2.919 -2.307 1.590 0.161
C -0.654 4.375 -1.808 -1.120
Si 0.204 3.069 -0.748 1.444
C 2.025 3.537 -0.654 -1.132
C -0.496 3.196 0.998 -1.125
Se -0.163 1.077 -1.727 -0.605
H -0.383 5.387 -1.493 0.216
H -1.738 4.268 -1.737 0.232
H -0.379 4.259 -2.859 0.233
H 2.149 4.593 -0.397 0.216
H 2.518 3.353 -1.611 0.236
H 2.533 2.941 0.106 0.239
H -0.393 4.219 1.376 0.217
H 0.046 2.519 1.667 0.229
H -1.551 2.919 1.014 0.236
```

=====

Entry 2:
C20H20F6N2O5S in the gas phase. Source: the Open Molecules 2025 dataset; level of theory: ωB97M-V/def2-TZVPD.

Computed properties:
* highest occupied orbital energy: -8.5438 eV
* frontier orbital gap: 8.7 eV
* 2S+1: 1
* structure (SMILES): Cc1ccc(S(=O)(=O)NCCNC(=O)c2cc(OCC(F)(F)F)ccc2OCC(F)(F)F)cc1
* electronic energy: -61423.4661 eV
* relative energy (zero: lowest compared OMol25 entry of this formula, charge and spin): 0.0 kJ/mol
* net charge: 0

Structure (XYZ):
```
54
Properties=species:S:1:pos:R:3:nbo_charge:R:1
C -7.400 -0.019 -0.284 -0.634
C -5.929 -0.275 -0.191 0.028
C -5.207 0.160 0.916 -0.233
C -3.842 -0.048 0.994 -0.107
C -3.201 -0.695 -0.043 -0.379
C -3.893 -1.135 -1.155 -0.150
C -5.258 -0.925 -1.224 -0.215
H -5.809 -1.263 -2.088 0.219
H -3.352 -1.625 -1.949 0.234
S -1.445 -0.942 0.010 2.302
O -0.858 -0.550 -1.238 -0.948
O -0.911 -0.309 1.198 -0.968
N -1.321 -2.608 0.130 -0.857
H -1.498 -2.903 1.079 0.397
C -0.150 -3.237 -0.452 -0.240
C 1.094 -3.180 0.444 -0.246
N 1.570 -1.833 0.635 -0.631
C 2.719 -1.392 0.075 0.686
O 3.487 -2.129 -0.517 -0.635
C 2.919 0.079 0.275 -0.188
C 1.850 0.903 -0.073 -0.284
C 1.899 2.269 0.152 0.296
C 3.052 2.834 0.693 -0.219
C 4.126 2.029 1.004 -0.245
C 4.076 0.651 0.807 0.358
O 5.159 -0.093 1.247 -0.515
C 5.948 -0.705 0.258 -0.169
C 6.690 0.325 -0.595 0.945
F 5.883 0.987 -1.437 -0.325
F 7.631 -0.264 -1.350 -0.328
F 7.315 1.255 0.140 -0.328
H 6.694 -1.300 0.790 0.211
H 5.358 -1.346 -0.412 0.248
H 5.025 2.453 1.425 0.234
H 3.085 3.899 0.860 0.229
O 0.856 3.116 -0.112 -0.482
C -0.385 2.522 -0.389 -0.166
C -1.460 3.594 -0.285 0.961
F -1.318 4.577 -1.176 -0.318
F -2.675 3.053 -0.502 -0.333
F -1.512 4.163 0.922 -0.320
H -0.428 2.096 -1.402 0.209
H -0.632 1.738 0.340 0.224
H 0.990 0.451 -0.537 0.245
H 0.942 -1.167 1.066 0.427
H 1.908 -3.736 -0.028 0.250
H 0.867 -3.629 1.419 0.189
H 0.040 -2.706 -1.386 0.236
H -0.398 -4.279 -0.672 0.210
H -3.264 0.289 1.840 0.235
H -5.718 0.670 1.719 0.220
H -7.886 -0.754 -0.919 0.221
H -7.571 0.967 -0.717 0.232
H -7.861 -0.035 0.700 0.223
```

=====

Entry 3:
C20H20FN3O2S in the gas phase at a distorted geometry. Source: the Open Molecules 2025 dataset; level of theory: ωB97M-V/def2-TZVPD.

Computed properties:
* highest occupied orbital energy: -7.6874 eV
* frontier orbital gap: 7.4 eV
* 2S+1: 1
* structure (SMILES): Cc1ccc2cccc(S(=O)(=O)N3CCN(c4ccccc4F)CC3)c2n1
* electronic energy: -43182.3570 eV
* relative energy (zero: lowest compared OMol25 entry of this formula, charge and spin): 95.4 kJ/mol
* net charge: 0

Structure (XYZ):
```
47
Properties=species:S:1:pos:R:3:nbo_charge:R:1
C -2.349 -2.768 2.101 -0.649
C -2.743 -1.980 0.895 0.256
N -2.367 -0.730 0.850 -0.442
C -2.698 0.029 -0.208 0.141
C -2.338 1.390 -0.230 -0.257
C -2.625 2.175 -1.312 -0.194
C -3.283 1.641 -2.430 -0.222
C -3.673 0.328 -2.433 -0.148
C -3.399 -0.501 -1.329 -0.108
C -3.786 -1.858 -1.260 -0.130
C -3.477 -2.590 -0.151 -0.251
H -3.768 -3.625 -0.062 0.220
H -4.325 -2.295 -2.090 0.218
H -4.203 -0.090 -3.277 0.214
H -3.493 2.277 -3.275 0.223
H -2.352 3.218 -1.275 0.251
S -1.570 2.180 1.201 2.332
O -1.620 3.591 0.940 -0.951
O -2.163 1.686 2.404 -0.921
N 0.034 1.773 1.229 -0.680
C 0.894 2.338 0.219 -0.245
H 0.395 3.223 -0.173 0.237
C 1.180 1.313 -0.884 -0.228
N 1.721 0.089 -0.333 -0.437
C 3.076 -0.164 -0.241 0.095
C 4.093 0.781 -0.436 0.335
C 5.435 0.459 -0.399 -0.255
C 5.833 -0.841 -0.149 -0.237
C 4.858 -1.805 0.047 -0.223
C 3.521 -1.475 -0.006 -0.189
H 2.789 -2.258 0.115 0.203
H 5.142 -2.830 0.232 0.213
H 6.880 -1.094 -0.111 0.216
H 6.154 1.248 -0.554 0.229
F 3.804 2.094 -0.659 -0.341
C 0.792 -0.501 0.609 -0.217
H 1.214 -1.398 1.057 0.212
C 0.440 0.488 1.734 -0.248
H -0.392 0.110 2.327 0.255
H 1.318 0.632 2.376 0.198
H -0.118 -0.776 0.067 0.202
H 1.852 1.724 -1.634 0.229
H 0.235 1.050 -1.379 0.194
H 1.834 2.645 0.691 0.211
H -1.905 -2.106 2.838 0.238
H -1.628 -3.538 1.827 0.223
H -3.219 -3.260 2.531 0.226
```